No. 1
{"formula": "C22H45BINO6PS", "method": "the ωB97M-V functional and the def2-TZVPD basis", "elements": ["H", "H", "C", "B", "H", "C", "C", "H", "H", "C", "C", "H", "H", "H", "H", "C", "O", "C", "H", "O", "H", "H", "H", "C", "C", "H", "H", "H", "C", "H", "H", "O", "C", "H", "S", "H", "H", "H", "C", "H", "H", "C", "H", "H", "C", "O", "C", "H", "H", "H", "O", "H", "H", "N", "H", "H", "C", "C", "H", "H", "C", "C", "H", "H", "H", "H", "O", "C", "C", "H", "I", "H", "C", "H", "H", "H", "H", "P"], "xyz": [[3.397, -0.848, 2.264], [-1.119, -2.721, 1.252], [-3.497, -3.252, 0.236], [-0.598, -0.668, 0.553], [-3.978, -2.389, -2.362], [-2.487, -4.035, -0.612], [-1.621, -1.751, 1.268], [-2.075, -4.745, -2.567], [-1.669, -1.474, 2.322], [-3.219, -2.999, -2.843], [0.342, -1.044, -1.898], [0.908, 1.764, -0.233], [0.243, 2.770, 3.166], [1.608, -2.824, -0.473], [-4.392, -3.113, -0.379], [-0.776, -0.457, -1.060], [0.216, -2.482, -1.992], [-0.396, 3.199, 0.659], [-3.832, -3.829, 1.096], [-2.231, 5.817, 2.167], [4.605, -0.711, 0.425], [-1.790, 2.440, -0.818], [-3.269, 4.135, 4.420], [2.949, 0.728, -4.350], [1.439, -0.200, 1.728], [-3.261, -1.119, -0.057], [-0.297, 3.171, -1.498], [-2.360, -5.019, -0.157], [3.599, 0.645, -0.827], [3.348, -0.135, -4.879], [-1.502, -3.581, -0.624], [-3.500, 4.106, 1.858], [2.972, -0.093, 1.597], [-1.115, 2.942, 1.428], [1.758, -3.031, 3.291], [-3.732, -1.596, 1.538], [2.773, 1.504, -5.094], [3.685, 2.136, -2.878], [-2.921, -4.277, -2.058], [1.995, 0.456, -3.906], [4.923, 1.275, -3.795], [1.195, -3.204, -1.415], [-2.291, -2.444, -2.958], [4.234, 1.465, -0.497], [-3.522, 5.076, 3.941], [0.849, -1.063, 0.849], [0.528, 1.112, 1.774], [-1.549, 4.192, -0.843], [0.254, -0.689, -2.927], [-1.703, -0.857, -1.467], [-0.697, 0.605, 1.365], [2.610, 1.068, -1.010], [1.326, -0.749, -1.544], [-3.044, 4.997, 2.534], [-3.029, 5.911, 4.423], [-0.788, 0.619, -1.258], [3.959, 1.170, -3.296], [0.822, 2.238, 0.739], [-0.088, -1.000, 3.839], [5.135, -0.222, -2.090], [-1.054, 3.230, -0.718], [0.492, 1.710, 3.178], [-0.254, 1.227, 3.801], [3.337, 0.863, 1.963], [-3.747, -4.986, -2.126], [-3.534, -3.266, -3.852], [1.551, -4.294, -1.869], [-3.056, -1.855, 0.720], [4.105, 0.123, -2.170], [-4.598, 5.213, 3.909], [2.569, 3.458, 1.173], [3.500, -0.743, -2.444], [3.562, -0.447, 0.227], [-0.069, 4.210, 0.889], [3.098, -1.352, -0.151], [1.477, 1.647, 3.637], [2.060, -0.523, 4.366], [1.237, -1.135, 3.398]], "lowdin_charge": [0.07, 0.09, -0.20, -0.73, 0.06, -0.21, -0.08, 0.10, 0.07, -0.10, -0.18, 0.07, 0.06, 0.13, 0.09, -0.03, -0.03, -0.32, 0.10, 0.07, 0.12, 0.07, 0.10, -0.11, -0.52, 0.09, 0.07, 0.11, -0.26, 0.07, 0.08, 0.08, -0.18, 0.09, 0.08, 0.10, 0.06, 0.10, -0.26, 0.05, 0.09, -0.31, 0.05, 0.07, 0.04, -0.07, -0.53, 0.07, 0.11, 0.08, 0.01, 0.08, 0.09, -0.45, 0.09, 0.08, -0.25, -0.56, -0.02, 0.11, -0.09, -0.08, 0.08, 0.05, 0.10, 0.06, 0.03, -0.21, -0.21, 0.10, 0.91, 0.10, -0.18, 0.04, 0.09, 0.06, -0.02, 0.45], "e_homo_ev": -5.235, "homo_lumo_gap_ev": 7.23, "charge": -1}

No. 2
{"formula": "C22H45BN7PPtS3", "method": "the ωB97M-V functional and the def2-TZVPD basis", "elements": ["S", "H", "S", "C", "S", "C", "C", "H", "H", "H", "P", "C", "H", "H", "H", "H", "C", "H", "C", "C", "H", "C", "H", "H", "Pt", "H", "H", "H", "N", "H", "H", "C", "C", "H", "H", "N", "H", "C", "C", "H", "C", "N", "B", "H", "C", "H", "H", "C", "N", "H", "H", "C", "H", "H", "C", "H", "H", "H", "C", "H", "H", "H", "C", "H", "N", "C", "H", "H", "H", "H", "N", "H", "C", "H", "H", "N", "H", "C", "H", "H"], "xyz": [[-0.723, 0.809, 2.454], [1.683, 1.586, -2.114], [-1.369, -1.626, -0.425], [4.733, 0.328, -1.693], [-0.958, 2.024, -0.731], [1.168, 2.021, -2.978], [4.594, -2.970, 1.550], [3.805, 0.893, -1.656], [0.110, 0.559, -5.150], [3.757, -4.213, -2.234], [3.085, -1.635, -0.525], [-4.561, 0.413, 0.152], [1.932, 2.421, 2.836], [2.614, -5.327, -1.508], [-2.825, 2.378, 2.980], [4.478, -0.948, -3.948], [4.453, -1.169, -1.811], [0.747, -2.852, 0.536], [-4.451, -0.214, 1.362], [-2.835, -1.864, 2.334], [-2.375, -0.451, -4.589], [1.351, -3.696, 0.199], [1.856, -0.875, 1.924], [2.088, -2.569, 2.410], [0.414, 0.157, 0.368], [-2.243, 3.993, 2.858], [5.374, -3.101, 0.806], [-3.967, -0.639, -2.693], [-0.081, 1.343, -3.176], [-3.079, -2.899, 2.085], [3.995, -3.872, 1.600], [4.635, -0.480, 1.475], [1.490, 2.879, 1.948], [2.092, 3.727, 1.638], [6.388, -1.778, -2.485], [1.994, -0.497, -0.620], [1.958, -4.072, 1.016], [5.732, -1.975, -1.637], [-1.060, 1.258, -2.244], [4.913, -0.405, 2.525], [3.184, -4.414, -1.334], [0.148, 3.324, 2.234], [-3.503, 0.314, -2.160], [5.333, 0.583, -0.828], [-2.773, -0.815, 0.085], [3.867, -4.615, -0.513], [-3.285, -1.606, 3.290], [3.764, -1.720, 1.284], [-2.073, 3.006, 2.754], [-1.749, -1.772, 2.416], [0.670, -4.493, -0.097], [-1.728, 0.146, -3.981], [0.470, -3.763, -2.174], [-5.089, -0.177, 2.221], [-0.871, 2.511, 2.463], [1.763, -3.077, -3.141], [0.803, -2.041, -2.073], [-0.018, 4.323, 2.265], [-0.489, 0.646, -4.267], [4.096, 0.424, 1.197], [1.002, 3.082, -2.787], [5.291, 0.650, -2.571], [1.266, -3.021, -2.178], [1.787, 1.910, -3.864], [-3.528, 0.029, -0.638], [3.848, -1.417, -3.191], [-4.127, 1.301, -2.364], [2.856, -0.976, -3.262], [5.559, -0.538, 0.909], [1.485, 2.133, 1.127], [-2.079, 0.530, -2.727], [3.798, -2.473, -3.434], [2.596, -1.624, 2.262], [6.276, -1.689, -0.741], [5.079, -2.861, 2.520], [-3.329, -0.981, 1.313], [5.545, -3.044, -1.615], [2.201, -3.304, -1.004], [-5.310, 1.089, -0.201], [2.967, -1.302, 3.234]], "lowdin_charge": [0.68, 0.04, 0.83, -0.08, 0.80, -0.03, -0.06, 0.05, 0.14, 0.07, 0.97, -0.01, 0.10, 0.11, 0.11, 0.10, -0.59, 0.00, 0.00, -0.04, 0.14, -0.11, 0.00, 0.07, 0.64, 0.13, 0.07, 0.09, -0.10, 0.11, 0.07, -0.09, -0.09, 0.11, 0.11, -0.37, 0.07, -0.06, -0.70, 0.10, -0.06, -0.02, -0.42, 0.07, -0.71, 0.07, 0.11, -0.59, 0.15, 0.04, 0.10, 0.00, 0.09, 0.14, -0.83, 0.07, 0.01, 0.17, 0.02, 0.07, 0.10, 0.10, -0.11, 0.11, 0.00, -0.08, 0.09, 0.07, 0.07, 0.01, 0.00, 0.07, -0.10, 0.07, 0.10, -0.12, 0.07, -0.58, 0.14, 0.10], "e_homo_ev": [-13.685, -13.574], "e_above_lowest_ev": 1.803, "homo_lumo_gap_ev": [5.49, 5.31], "charge": 2}

No. 3
{"formula": "C22H45HfN2OP3", "method": "the ωB97M-V functional and the def2-TZVPD basis", "elements": ["H", "C", "H", "H", "C", "H", "H", "C", "C", "C", "C", "H", "H", "C", "H", "H", "P", "N", "H", "C", "H", "H", "C", "H", "C", "O", "C", "C", "H", "C", "H", "H", "H", "H", "C", "P", "Hf", "H", "C", "H", "H", "H", "H", "H", "C", "H", "H", "H", "H", "H", "H", "H", "H", "H", "H", "H", "H", "C", "H", "C", "C", "H", "H", "C", "P", "H", "H", "C", "H", "H", "H", "C", "N", "H"], "xyz": [[-3.278, -5.970, -5.198], [-4.025, -2.167, -2.797], [1.118, 4.123, 0.931], [-1.186, -0.534, -4.154], [3.075, -2.325, 1.390], [-0.517, -3.830, -2.285], [-1.047, 3.304, -2.583], [0.065, -2.676, 3.175], [3.660, 0.295, 0.593], [-2.266, -3.675, -3.573], [-4.346, -0.112, 3.700], [-5.055, -1.798, -2.880], [3.672, 1.050, -0.204], [-3.067, -0.720, 3.304], [-2.410, -2.199, 4.817], [-5.389, -4.733, -5.079], [-0.147, 1.062, -2.659], [-1.243, -0.939, 2.027], [-4.253, 0.392, 4.670], [-5.101, -5.415, -4.270], [-4.063, -3.206, -4.672], [-2.775, 0.396, 1.547], [3.063, -1.761, -1.332], [-1.308, 2.539, -4.180], [-2.235, -1.676, 3.889], [-1.043, -1.703, -0.884], [-3.266, -1.859, -1.677], [-1.121, -1.817, 3.069], [3.050, -1.026, -2.146], [-1.941, -2.343, -1.630], [2.479, -3.244, 1.312], [2.127, 1.154, -1.840], [4.089, -2.130, -1.187], [-0.695, 0.397, -1.438], [-1.491, -3.377, -2.469], [2.457, -1.045, 0.246], [-0.075, -0.533, 0.269], [0.111, 0.416, -4.943], [0.533, 1.683, 3.132], [0.528, 2.679, 3.591], [-0.959, 3.894, 1.465], [-0.082, -3.430, 3.960], [-1.964, 2.465, 1.878], [2.357, 3.142, 1.762], [1.516, 1.725, -2.552], [0.269, -3.217, 2.238], [-1.577, 2.833, 0.158], [-2.308, 2.045, -2.781], [3.401, 0.796, 1.536], [-3.674, -6.864, -3.610], [-5.136, -0.866, 3.798], [-0.287, 1.089, 3.550], [3.051, -1.977, 2.430], [2.092, 2.954, -0.005], [4.670, -0.130, 0.694], [-5.835, -5.557, -3.471], [1.485, 2.772, -2.231], [-3.466, -2.980, -3.789], [1.484, 1.183, 3.358], [-1.305, 2.365, -3.092], [-0.185, -0.107, -4.021], [-3.591, -1.165, -0.898], [-4.693, 0.636, 2.976], [1.605, 3.140, 0.960], [0.339, 1.875, 1.315], [2.001, 1.678, -3.537], [2.419, -2.606, -1.613], [-3.952, -6.100, -4.342], [-1.989, -4.507, -4.221], [0.969, -2.101, 3.431], [4.112, -2.534, 1.090], [-1.199, 2.857, 1.192], [-2.460, -0.332, 2.183], [0.524, -0.918, -3.822]], "lowdin_charge": [0.06, -0.04, 0.08, 0.08, -0.23, 0.12, 0.08, 0.00, -0.22, -0.05, 0.03, 0.14, 0.05, -0.23, 0.15, 0.06, 0.90, -0.15, 0.12, -0.08, 0.10, 0.15, -0.22, 0.11, 0.10, -0.33, -0.02, -0.28, 0.05, -0.39, 0.06, 0.01, 0.09, -0.03, 0.00, 0.70, 1.40, 0.11, -0.22, 0.09, 0.08, 0.13, 0.05, 0.08, -0.17, 0.09, 0.04, 0.08, 0.05, 0.07, 0.12, 0.04, 0.06, 0.02, 0.10, 0.07, 0.08, -0.06, 0.06, -0.17, -0.16, 0.11, 0.10, -0.22, 0.69, 0.11, 0.06, -0.08, 0.11, 0.09, 0.09, -0.24, 0.05, 0.07], "e_homo_ev": [-17.052, -17.052], "e_above_lowest_ev": 0.036, "homo_lumo_gap_ev": [2.86, 2.86], "charge": 4}